No. 1
{"formula": "C2H4NO2P", "method": "wB97M-V/def2-TZVPD", "s_squared": 2.0101, "e_lumo_ev": [-0.3, -1.1], "e_homo_ev": [-8.42, -10.55], "spin_multiplicity": 3, "charge": 0, "homo_lumo_gap_ha": [0.2980, 0.3492], "e_tot_ev": -17007.08867, "symbols": ["C", "C", "N", "O", "O", "P", "H", "H", "H", "H"], "coordinates": [[-0.090, -0.794, 0.237], [-0.986, 0.414, 0.331], [1.769, 0.325, -0.651], [2.409, 0.666, -1.609], [0.722, -0.689, -0.917], [-0.200, 1.964, 0.713], [0.368, -0.864, 1.250], [-0.662, -1.667, 0.184], [-1.558, 0.364, -0.629], [-1.770, 0.281, 1.091]], "forces_ev_per_a": [[0.59, 1.37, 1.88], [-1.93, -0.81, -1.16], [1.37, 0.59, -2.05], [-2.64, -1.80, 2.62], [1.57, 0.69, -0.17], [0.44, 1.06, 0.03], [0.96, -0.14, -0.97], [-0.82, -1.45, -0.70], [0.28, 0.75, 0.44], [0.17, -0.27, 0.08]], "lowdin_charge": [-0.34, -0.66, -0.05, 0.04, -0.12, 0.76, 0.12, 0.10, 0.09, 0.06]}

---

No. 2
{"formula": "C2H4NO2S", "method": "wB97M-V/def2-TZVPD", "e_lumo_ev": -7.5, "e_homo_ev": -15.98, "spin_multiplicity": 1, "charge": 1, "homo_lumo_gap_ha": 0.3129, "e_tot_ev": -18547.61718, "symbols": ["C", "C", "N", "O", "O", "S", "H", "H", "H", "H"], "coordinates": [[-3.789, -0.557, -0.143], [1.019, 0.791, 0.178], [-2.758, -0.270, -0.493], [2.730, -0.818, -1.129], [3.169, -0.737, 1.262], [2.417, -0.348, 0.120], [-4.839, -0.831, -0.039], [0.539, 0.279, -0.718], [0.404, 0.615, 1.047], [1.109, 1.877, -0.085]], "forces_ev_per_a": [[-3.26, -0.83, 0.09], [-1.17, -0.97, -2.17], [2.65, 0.67, -0.34], [-0.03, -0.67, -3.05], [-1.43, 0.83, -0.40], [1.42, 1.01, 3.73], [0.78, 0.18, 0.29], [-0.11, 0.88, 0.92], [0.18, -0.14, 0.57], [0.96, -0.96, 0.36]], "lowdin_charge": [-0.08, -0.06, 0.03, -0.13, -0.14, 0.98, 0.08, 0.10, 0.09, 0.13]}

---

No. 3
{"formula": "C2H4NO3PS", "method": "wB97M-V/def2-TZVPD", "e_lumo_ev": 6.0, "e_homo_ev": -0.33, "spin_multiplicity": 1, "charge": -2, "homo_lumo_gap_ha": 0.2330, "e_tot_ev": -29895.84351, "symbols": ["C", "C", "N", "O", "O", "O", "P", "S", "H", "H", "H", "H"], "coordinates": [[0.442, 0.407, 0.283], [-1.600, -1.063, -0.149], [-0.435, -0.319, 0.102], [2.438, -0.870, 1.411], [2.131, -0.817, -1.179], [3.016, 1.240, -0.022], [2.328, -0.119, 0.112], [-2.025, 2.395, 0.042], [-1.232, -2.124, -0.441], [-2.190, -1.164, 0.796], [-2.131, -0.447, -0.917], [-0.743, 2.882, -0.039]], "forces_ev_per_a": [[-0.70, -1.06, -0.15], [0.37, -0.90, -0.05], [-0.55, 0.31, 0.66], [-0.18, -0.06, -0.40], [-0.31, -1.19, -0.66], [-0.31, -1.32, 0.56], [2.85, 2.80, 0.40], [0.11, 0.70, -0.10], [-0.89, 1.75, 0.02], [0.34, 0.28, -0.84], [0.00, -0.97, 0.52], [-0.73, -0.34, 0.04]], "lowdin_charge": [-0.02, -0.13, -0.06, -0.43, -0.41, -0.47, 0.01, -0.32, 0.11, 0.08, 0.06, -0.41]}

---

No. 4
{"formula": "C2H4NO3S2", "method": "wB97M-V/def2-TZVPD", "e_lumo_ev": [3.4, 3.4], "e_homo_ev": [-3.33, -3.33], "spin_multiplicity": 1, "charge": -1, "homo_lumo_gap_ha": [0.2476, 0.2476], "e_tot_ev": -31442.84537, "symbols": ["C", "C", "N", "O", "O", "O", "S", "S", "H", "H", "H", "H"], "coordinates": [[-0.397, 1.037, 0.200], [-0.148, -0.220, 0.785], [0.822, 1.625, -0.314], [1.002, -3.051, -0.661], [-1.450, 1.729, 0.186], [1.155, -0.973, -1.778], [-1.458, -0.762, 1.939], [0.220, -1.911, -1.181], [0.822, -0.498, 1.121], [1.354, 0.931, -0.834], [0.720, 2.487, -0.792], [-2.644, -0.392, 1.328]], "forces_ev_per_a": [[0.52, 3.04, -0.42], [-2.52, -1.50, -0.16], [-0.56, -1.54, 0.63], [-1.40, 0.42, 0.09], [1.32, -1.47, -0.05], [-0.16, 0.74, -1.01], [-0.16, -0.08, -0.24], [1.61, -0.22, 1.36], [0.50, -0.03, 0.25], [0.08, 0.17, 0.01], [-0.49, 0.54, -0.51], [1.25, -0.09, 0.04]], "lowdin_charge": [-0.67, -0.60, 0.09, -0.53, -0.09, -0.55, 0.59, 0.76, 0.04, 0.04, 0.06, -0.14]}

---

No. 5
{"formula": "C2H4NO4", "method": "wB97M-V/def2-TZVPD", "e_lumo_ev": 4.1, "e_homo_ev": -3.90, "spin_multiplicity": 1, "charge": -1, "homo_lumo_gap_ha": 0.2939, "e_tot_ev": -11819.64572, "symbols": ["C", "C", "N", "O", "O", "O", "O", "H", "H", "H", "H"], "coordinates": [[-1.526, -0.005, 0.083], [1.683, 0.042, -0.304], [-0.732, -0.988, 0.363], [-2.662, 0.131, -0.330], [-0.792, 1.104, 0.584], [1.645, -0.052, 0.903], [0.959, 0.679, -1.144], [2.335, -0.596, -0.924], [-0.981, -1.982, 0.244], [-0.093, 0.676, 1.021], [0.163, 0.989, -0.496]], "forces_ev_per_a": [[-0.25, -2.20, 1.60], [1.80, -2.54, -0.35], [0.30, -2.96, -0.02], [-0.69, 0.81, -0.75], [-2.24, 3.53, -1.67], [0.64, 1.13, -0.08], [-1.85, 1.85, 0.74], [0.76, -0.16, 0.41], [-0.73, 1.19, -0.43], [1.76, -1.22, 1.90], [0.48, 0.57, -1.35]], "lowdin_charge": [-0.78, -0.51, 0.04, -0.03, -0.01, 0.00, 0.05, 0.12, 0.03, 0.01, 0.07]}

---

No. 6
{"formula": "C2H4NO4", "method": "wB97M-V/def2-TZVPD", "e_lumo_ev": 3.9, "e_homo_ev": -3.24, "spin_multiplicity": 1, "charge": -1, "homo_lumo_gap_ha": 0.2633, "e_tot_ev": -11814.38060, "symbols": ["C", "C", "N", "O", "O", "O", "O", "H", "H", "H", "H"], "coordinates": [[0.653, 0.309, 1.815], [0.512, -0.727, -1.715], [0.012, -0.221, -0.588], [-0.394, 1.142, -0.786], [0.777, 0.231, 3.198], [0.298, -0.849, 2.383], [0.992, -0.087, -2.684], [1.457, 0.247, 1.136], [-0.137, 1.028, 1.590], [0.633, -1.841, -1.824], [0.109, 1.232, -1.636]], "forces_ev_per_a": [[-1.45, 1.87, -0.32], [0.83, -0.14, 0.77], [-1.15, -2.12, -0.64], [1.53, -0.18, -1.05], [1.41, 0.52, 1.42], [-1.23, -2.25, 0.18], [-0.61, 0.87, -0.63], [1.24, 0.30, -0.26], [0.15, -0.39, -0.59], [-0.25, 0.54, 1.02], [-0.46, 0.99, 0.10]], "lowdin_charge": [-0.31, -0.51, -0.12, -0.17, -0.04, -0.01, -0.17, 0.09, 0.11, 0.09, 0.04]}

---

No. 7
{"formula": "C2H4NOP", "method": "wB97M-V/def2-TZVPD", "smiles": "C1COP=N1", "e_lumo_ev": 0.2, "e_homo_ev": -9.84, "spin_multiplicity": 1, "charge": 0, "homo_lumo_gap_ha": 0.3706, "e_tot_ev": -14964.53775, "symbols": ["C", "C", "O", "P", "N", "H", "H", "H", "H"], "coordinates": [[0.361, -0.271, -0.733], [-0.832, 0.338, 0.162], [-0.392, 0.193, 1.552], [1.269, -0.069, 1.615], [1.587, -0.283, 0.092], [0.093, -1.320, -1.094], [0.553, 0.343, -1.504], [-1.004, 1.356, 0.019], [-1.634, -0.287, -0.109]], "forces_ev_per_a": [[-1.03, -1.81, 3.23], [3.08, -2.06, 0.11], [0.59, -0.34, -0.42], [-1.18, 0.11, -1.29], [-0.48, -0.30, 0.98], [0.48, 1.33, 0.47], [0.44, 1.91, -3.07], [-0.34, 1.59, -0.53], [-1.56, -0.44, 0.52]], "lowdin_charge": [-0.27, -0.20, -0.45, 0.90, -0.32, 0.13, 0.05, 0.09, 0.09]}

---

No. 8
{"formula": "C2H4NOS", "method": "wB97M-V/def2-TZVPD", "smiles": "[O-][C@@H]1CN1S", "e_lumo_ev": 3.9, "e_homo_ev": -2.61, "spin_multiplicity": 1, "charge": -1, "homo_lumo_gap_ha": 0.2394, "e_tot_ev": -16509.96524, "symbols": ["O", "C", "C", "N", "S", "H", "H", "H", "H"], "coordinates": [[-1.125, -1.532, 0.252], [-0.919, -0.308, 0.466], [-0.226, 0.674, -0.488], [0.633, 0.513, 0.600], [2.000, -0.416, 0.280], [-1.406, 0.286, 1.332], [0.215, 0.274, -1.400], [-0.499, 1.850, -0.635], [1.327, -1.341, -0.407]], "forces_ev_per_a": [[0.56, 0.48, 0.15], [-0.65, 1.85, 0.10], [-1.15, 2.42, -0.89], [1.29, -0.42, 2.21], [0.05, 0.18, 0.05], [0.39, -1.06, -1.04], [-0.59, -0.11, -0.40], [-0.03, -2.50, 0.05], [0.14, -0.84, -0.24]], "lowdin_charge": [-0.18, -0.52, -0.38, -0.58, 0.57, 0.11, 0.05, 0.10, -0.18]}

---

No. 9
{"formula": "C2H4NPS", "method": "wB97M-V/def2-TZVPD", "smiles": "CC=P1=NS1", "e_lumo_ev": [-1.2, -0.7], "e_homo_ev": [-8.49, -8.48], "spin_multiplicity": 1, "charge": 0, "homo_lumo_gap_ha": [0.2680, 0.2862], "e_tot_ev": -23749.17583, "symbols": ["C", "C", "P", "N", "S", "H", "H", "H", "H"], "coordinates": [[0.156, -0.054, 0.409], [-1.153, -0.035, -0.305], [-2.380, -0.685, 0.805], [-3.655, -1.107, -0.285], [-4.029, 0.442, 0.049], [0.609, -1.107, 0.372], [0.155, 0.387, 1.512], [1.019, 0.574, -0.129], [-1.318, -0.364, -1.321]], "forces_ev_per_a": [[3.38, 1.38, -0.10], [-0.30, -1.13, 1.52], [-0.64, 0.73, -0.07], [0.08, -0.73, -0.34], [-0.04, 0.45, 0.30], [-0.64, 1.25, 0.46], [-0.32, -1.26, -2.27], [-1.96, -1.13, 0.93], [0.44, 0.46, -0.43]], "lowdin_charge": [-0.27, -0.43, 0.58, -0.73, 0.53, 0.08, 0.09, 0.10, 0.05]}

---

No. 10
{"formula": "C2H4NPS", "method": "wB97M-V/def2-TZVPD", "smiles": "C/C=P/N=S", "e_lumo_ev": [-1.2, -1.3], "e_homo_ev": [-7.93, -7.98], "spin_multiplicity": 1, "charge": 0, "homo_lumo_gap_ha": [0.2474, 0.2472], "e_tot_ev": -23748.64518, "symbols": ["C", "C", "P", "N", "S", "H", "H", "H", "H"], "coordinates": [[-1.552, 0.258, 0.083], [-0.256, -0.459, -0.055], [0.951, 0.735, -0.091], [2.962, 0.562, -0.328], [3.861, -0.677, -0.047], [-1.404, 1.294, 0.485], [-2.120, -0.172, 0.987], [-2.061, 0.042, -0.766], [-0.380, -1.582, -0.269]], "forces_ev_per_a": [[0.65, 0.06, 5.18], [1.72, -1.08, -0.65], [1.07, -0.28, 0.10], [-1.83, -0.96, 0.22], [-0.54, 0.42, -0.08], [-0.34, -0.42, -1.35], [0.60, 0.13, -1.36], [-2.10, 0.31, -2.50], [0.78, 1.82, 0.44]], "lowdin_charge": [-0.28, -0.52, 0.89, -0.84, 0.48, 0.05, 0.10, 0.03, 0.09]}

---

No. 11
{"formula": "C2H4O2", "method": "wB97M-V/def2-TZVPD", "smiles": "C=O.C=O", "e_lumo_ev": 0.7, "e_homo_ev": -10.34, "spin_multiplicity": 1, "charge": 0, "homo_lumo_gap_ha": 0.4043, "e_tot_ev": -6231.79141, "symbols": ["C", "O", "H", "H", "C", "O", "H", "H"], "coordinates": [[3.779, 1.893, 2.474], [4.484, 2.588, 1.752], [2.666, 1.887, 2.404], [4.242, 1.168, 3.185], [1.846, -5.495, -0.175], [2.677, -6.349, -0.369], [1.338, -4.992, -1.032], [1.696, -5.043, 0.835]], "forces_ev_per_a": [[1.23, 0.58, -1.26], [-1.43, -1.11, 1.35], [0.44, 0.18, 0.05], [-0.24, 0.36, -0.14], [1.15, 0.41, -0.34], [-0.78, 0.31, 0.25], [-0.15, -0.34, 0.36], [-0.22, -0.38, -0.27]], "lowdin_charge": [-0.13, -0.03, 0.08, 0.08, -0.15, -0.01, 0.08, 0.08]}

---

No. 12
{"formula": "C2H4O2", "method": "wB97M-V/def2-TZVPD", "smiles": "C=O.C=O", "e_lumo_ev": 0.3, "e_homo_ev": -10.02, "spin_multiplicity": 1, "charge": 0, "homo_lumo_gap_ha": 0.3799, "e_tot_ev": -6231.59468, "symbols": ["C", "O", "H", "H", "C", "O", "H", "H"], "coordinates": [[0.562, 1.763, -0.794], [1.206, 1.005, -0.011], [-0.037, 2.604, -0.368], [0.659, 1.728, -1.905], [-0.604, -1.787, 0.739], [0.527, -1.948, 1.177], [-0.895, -0.841, 0.224], [-1.419, -2.523, 0.939]], "forces_ev_per_a": [[2.54, -1.75, 2.87], [-2.55, 2.65, -3.22], [0.07, -0.52, -0.25], [-0.07, -0.32, 0.57], [1.49, 0.12, 1.21], [-2.02, 0.12, -0.94], [0.18, -0.44, 0.01], [0.36, 0.15, -0.25]], "lowdin_charge": [-0.09, -0.06, 0.08, 0.08, -0.13, -0.02, 0.07, 0.08]}

---

Record-wise energy relative to the best compared isomer or geometry (same formula, charge and spin) values, in eV: 2.071; 1.414; 3.174; 0.297; 2.804; 8.070; 0.108; 0.190; 3.461; 3.992; 2.516; 2.713
Record-wise F_max values, in eV/Å: 4.13; 4.11; 4.01; 3.11; 4.50; 2.57; 3.84; 2.82; 3.65; 5.22; 2.26; 4.89